No. 1
17
Properties=species:S:1:pos:R:3 method="wB97M-V/def2-TZVPD" e_above_lowest_kcal_mol=52.2 homo_lumo_gap_ev=11.064 homo_energy_ev=-10.25 e_tot_ev=-12141.164 max_force_ha_per_bohr=0.100 total_charge=0
O -0.51094 -1.17261 2.50006
C -0.53427 -0.37974 1.61258
O -1.60779 -0.26360 0.73702
C 0.81787 0.23359 1.11199
C 1.69893 -0.39072 -0.09007
C 1.18410 0.09210 -1.59596
C -0.23906 0.17060 -2.04912
F -0.84529 1.38610 -1.52416
H -1.66900 0.36614 0.04955
H 1.49125 0.26697 1.87883
H 0.52302 1.37359 1.18761
H 2.86560 -0.12823 -0.10692
H 1.73810 -1.53760 0.07161
H 1.57600 -0.60298 -2.31955
H 1.69036 1.00653 -2.13604
H -0.84758 -0.47078 -1.62111
H -0.37578 0.38631 -3.11975


No. 2
24
Properties=species:S:1:pos:R:3 method="wB97M-V/def2-TZVPD" homo_lumo_gap_ev=3.901 homo_energy_ev=-20.47 e_tot_ev=-41469.467 max_force_ha_per_bohr=0.218 total_charge=+3
C -0.06882 -1.78242 2.07283
C 0.63137 -1.75914 0.55448
C -0.45598 -1.25974 -0.56613
C -0.36861 -2.12462 -1.99285
S -0.40731 0.62106 -0.88254
O -1.68270 1.18829 -0.21189
O -0.60377 0.81734 -2.43627
N 1.09322 1.32913 -0.33536
S 0.96888 3.05481 -0.09995
O 2.35176 3.51355 0.50768
O 0.75627 3.88007 -1.39172
O -0.21833 3.55059 1.01835
C -1.17985 4.43944 0.28525
N -1.87269 5.22552 -0.51328
H -0.77684 -2.74044 2.08383
H -0.74497 -0.80782 2.17975
H 0.76349 -1.85891 2.89301
H 1.58001 -1.08231 0.66130
H 1.01291 -2.85118 0.30833
H -1.53698 -1.51411 -0.12806
H -0.04708 -3.23084 -1.68027
H -1.48224 -2.09549 -2.42195
H 0.39604 -1.62781 -2.74358
Hf 1.89223 -2.88497 2.83901


No. 3
20
Properties=species:S:1:pos:R:3 method="wB97M-V/def2-TZVPD" e_above_lowest_kcal_mol=0.0 homo_lumo_gap_ev="8.877 / 7.234" homo_energy_ev="-8.91 / -9.60" e_tot_ev=-19739.613 spin_multiplicity=2 max_force_ha_per_bohr=0.077 total_charge=0
C 1.79826 -1.86247 -0.24586
C 1.53000 -1.05560 1.02548
O 0.17431 -0.91657 1.26608
Hg -1.54246 -0.91885 2.37558
H 2.87949 -1.98917 -0.40858
H 1.31049 -2.84750 -0.17708
H 1.36343 -1.35396 -1.12139
H 2.03635 -0.06755 0.91989
H 2.07670 -1.54763 1.85995
C -1.01360 0.24779 -0.29287
C -0.22340 1.43881 0.22640
O -0.75500 2.59396 -0.42441
C -1.23676 2.28501 -1.64832
O -1.38617 0.98501 -1.77456
O -1.73302 3.12774 -2.36175
O -2.20370 0.08733 0.42901
H -0.71831 -0.66581 -0.81677
H 0.83072 1.32609 -0.04803
H -0.35196 1.55837 1.30664
H -2.83536 -0.42502 -0.08938


No. 4
18
Properties=species:S:1:pos:R:3 method="wB97M-V/def2-TZVPD" e_above_lowest_kcal_mol=0.0 homo_lumo_gap_ev=8.095 homo_energy_ev=-12.63 e_tot_ev=-31112.351 max_force_ha_per_bohr=0.084 total_charge=+1
C 0.34288 -1.64294 0.14911
C -0.02683 -1.41290 1.55335
C -1.62929 -0.06653 0.01721
C 0.52477 0.81971 0.41245
C 0.99338 1.43146 -1.43049
N -0.27125 -0.37747 0.49907
I 0.55704 -0.04851 -2.88999
I -0.29042 3.26550 -1.75339
I 3.09876 2.01567 -1.39733
H 1.38224 -1.73661 -0.06808
H -0.15929 -2.23750 -0.56581
H -1.07648 -1.69665 1.85094
H 0.72209 -1.02335 2.23190
H -2.04365 0.40843 0.97588
H -1.48413 0.61562 -0.81267
H -2.13017 -0.85929 -0.46724
H 0.10466 1.81698 0.71346
H 1.38569 0.72838 0.98162


No. 5
16
Properties=species:S:1:pos:R:3 method="wB97M-V/def2-TZVPD" e_above_lowest_kcal_mol=112.0 homo_lumo_gap_ev="6.412 / 9.174" homo_energy_ev="-12.08 / -13.36" e_tot_ev=-14909.414 max_force_ha_per_bohr=0.095 total_charge=+1
C -1.35223 0.46486 -0.65170
C 0.82762 1.29715 0.50207
C -0.87071 -1.01146 -0.13718
C -0.59946 1.46783 0.14141
C 1.59315 -0.14726 0.54496
N 0.56564 -1.12257 -0.21597
I 3.70366 0.02812 0.02074
H -1.13559 0.41177 -1.79412
H -2.39201 0.43668 -0.45910
H 1.11896 1.81661 -0.38223
H 1.27506 1.79830 1.43223
H -1.18429 -1.15009 0.89489
H -1.17544 -1.75091 -0.79277
H -1.34761 2.11497 0.79907
H 0.91072 -1.95948 0.25439
H 0.75864 -1.16806 -1.15558


No. 6
20
Properties=species:S:1:pos:R:3 method="wB97M-V/def2-TZVPD" e_above_lowest_kcal_mol=23.9 homo_lumo_gap_ev=8.100 homo_energy_ev=-8.98 e_tot_ev=-40126.993 max_force_ha_per_bohr=0.082 total_charge=0
C -2.34332 1.93926 -1.28611
C -1.06652 0.03248 -0.07271
C 0.32581 -0.37542 -0.66751
C -1.01010 0.21879 1.35983
C 0.15854 -0.45623 -2.18042
N -1.76524 1.07627 -0.71983
N 1.47125 0.57440 -0.40558
O 1.61450 1.89837 -2.36192
S 0.41348 3.35265 -0.24144
S 1.95882 2.06653 -0.98950
I 1.85723 4.60601 1.22952
H -1.58293 -0.94039 -0.16492
H 0.45531 -1.24133 -0.10257
H -1.97973 0.24470 1.78632
H -0.59853 1.24028 1.55619
H -0.38735 -0.54362 1.80072
H -0.64713 -0.99986 -2.65378
H 1.15128 -0.64953 -2.55767
H 0.04538 0.60336 -2.49101
H 2.04697 0.32227 0.45641


No. 7
18
Properties=species:S:1:pos:R:3 method="wB97M-V/def2-TZVPD" e_above_lowest_kcal_mol=94.6 homo_lumo_gap_ev=7.089 homo_energy_ev=-7.79 e_tot_ev=-26251.106 max_force_ha_per_bohr=0.085 total_charge=0
C -1.24189 1.41271 -1.41693
C -0.90006 -0.49603 0.27175
C -0.02343 1.88857 -0.88169
C 0.46815 -0.25704 0.64601
C 1.10197 -1.65965 0.51637
N 0.93181 0.67899 -0.51858
O 0.83785 0.38305 1.81201
P -2.58234 0.62738 -1.87958
I 2.89526 1.04387 -0.59284
H -1.65227 -0.33264 1.12467
H -1.24947 -1.25094 -0.43854
H 0.57978 2.35176 -1.67009
H -0.25439 2.53445 -0.05303
H 0.36424 -2.41701 0.93102
H 2.10324 -1.85752 0.90490
H 1.23704 -1.85705 -0.64312
H 0.18834 1.01427 2.19811
H -3.07599 1.47169 -2.86673


No. 8
17
Properties=species:S:1:pos:R:3 method="wB97M-V/def2-TZVPD" e_above_lowest_kcal_mol=74.9 homo_lumo_gap_ev="8.012 / 8.026" homo_energy_ev="-8.15 / -8.16" e_tot_ev=-17522.803 max_force_ha_per_bohr=0.069 total_charge=0
C 0.66916 0.96055 0.13132
C -0.50665 -1.80246 0.79338
C -0.78584 -1.17452 -1.78216
C 1.56408 2.89052 -0.96048
C -0.89131 -0.85814 -0.30972
O 1.07241 1.29041 1.20503
O 0.81656 1.67628 -0.97205
I -2.67680 0.34870 0.02112
H -0.70274 -1.58637 1.81743
H -0.98474 -2.83487 0.49449
H 0.66257 -1.86588 0.71672
H -1.71524 -1.66763 -2.22716
H -0.04620 -1.74250 -2.29438
H -0.66963 -0.10174 -2.12724
H 2.49794 2.77718 -1.47605
H 1.85887 3.03013 0.14530
H 0.99466 3.68422 -1.38008


No. 9
20
Properties=species:S:1:pos:R:3 method="wB97M-V/def2-TZVPD" e_above_lowest_kcal_mol=33.4 homo_lumo_gap_ev="5.525 / 5.847" homo_energy_ev="-15.46 / -16.16" e_tot_ev=-21780.916 spin_multiplicity=5 max_force_ha_per_bohr=0.096 total_charge=+2
O 1.69012 -0.57474 0.81071
C 1.37914 -1.86181 0.55060
C 0.26053 -2.30324 -0.05400
O -0.89517 -1.61123 -0.24416
C -0.95670 -0.35215 -0.96995
C -2.18270 0.37109 -0.48164
O -1.80168 1.11325 0.70802
C -2.77688 1.96839 1.26379
Ir 0.18383 0.80201 0.58946
H 2.22311 -2.55822 0.59118
H 0.26557 -3.29310 -0.51632
H -1.03116 -0.55468 -2.04553
H -3.00911 -0.29698 -0.18465
H -2.52281 1.10296 -1.23170
H -2.31009 2.51979 2.08731
H -3.14002 2.68593 0.51219
H -3.61399 1.36345 1.64295
Mg 3.02787 0.77018 0.48923
O 1.65230 1.49895 -0.62124
H 1.35069 1.34536 -1.68612


No. 10
20
Properties=species:S:1:pos:R:3 method="wB97M-V/def2-TZVPD" e_above_lowest_kcal_mol=0.0 homo_lumo_gap_ev=8.488 homo_energy_ev=-8.99 e_tot_ev=-15773.317 max_force_ha_per_bohr=0.055 total_charge=0
C 3.03522 -11.54056 3.14663
C 2.76058 -10.92723 4.52444
O 1.42514 -10.92281 4.83582
Li 0.04868 -10.73969 5.44040
H 4.11233 -11.53927 2.91676
H 2.65345 -12.57354 3.10930
H 2.51220 -10.97413 2.35851
H 3.20310 -9.89911 4.52183
H 3.38103 -11.48982 5.26286
C 0.29108 -9.83825 3.06161
C 1.34388 -8.86340 3.57023
O 0.99945 -7.61701 2.95293
C 0.22532 -7.82408 1.88268
O -0.15659 -9.09948 1.81400
O -0.16921 -6.94715 1.16024
O -0.78354 -9.92432 3.94939
H 0.59295 -10.80500 2.64771
H 2.34149 -9.16648 3.23786
H 1.31295 -8.75693 4.65735
H -1.52587 -10.36482 3.51806